Density functional theory data (ωB97M-V/def2-TZVPD) for C32H30CdN8O2S2Te as an isolated structure.

* HOMO-LUMO gap: 6.24 eV
* E_LUMO: -0.7 eV
* energy relative to the best compared isomer or geometry (same formula, charge and spin): 0.380 eV

Element x y z (Å)
1 Cd -0.68 -0.83 -0.79
2 N 1.39 3.01 0.51
3 C 0.68 1.88 0.54
4 N -0.21 1.55 -0.35
5 C -0.38 2.35 -1.46
6 N -1.28 2.08 -2.36
7 N -1.84 0.86 -2.12
8 C -3.10 0.73 -2.26
9 C -3.72 -0.58 -1.97
10 C -5.03 -0.84 -2.34
11 C -5.58 -2.08 -2.02
12 C -4.81 -3.01 -1.34
13 C -3.51 -2.66 -1.00
14 N -2.98 -1.48 -1.32
15 C 0.46 3.53 -1.62
16 C 0.43 4.33 -2.76
17 C 1.24 5.44 -2.86
18 C 2.09 5.77 -1.80
19 C 2.14 4.99 -0.66
20 C 1.33 3.86 -0.58
21 H 2.11 3.14 1.21
22 H 0.85 1.20 1.37
23 H -3.73 1.56 -2.54
24 H -5.61 -0.09 -2.85
25 H -6.60 -2.31 -2.30
26 H -5.20 -3.98 -1.06
27 H -2.88 -3.34 -0.43
28 H -0.24 4.05 -3.57
29 H 1.22 6.05 -3.75
30 H 2.71 6.65 -1.87
31 H 2.80 5.24 0.16
32 C -4.30 -5.90 3.36
33 C -3.26 -4.95 2.83
34 C -3.03 -3.72 3.43
35 C -2.04 -2.85 2.98
36 C -1.89 -1.53 3.68
37 C -1.24 -3.23 1.90
38 Te 0.44 -2.05 1.29
39 C -1.47 -4.46 1.26
40 C -0.66 -4.93 0.08
41 C -2.48 -5.29 1.74
42 H -4.97 -5.40 4.07
43 H -3.83 -6.73 3.89
44 H -4.91 -6.32 2.56
45 H -3.65 -3.42 4.28
46 H -2.82 -1.26 4.18
47 H -1.61 -0.74 2.99
48 H -1.10 -1.58 4.44
49 H -0.77 -4.26 -0.78
50 H -0.97 -5.93 -0.22
51 H 0.40 -4.94 0.31
52 H -2.65 -6.24 1.24
53 N 4.63 5.06 2.35
54 C 4.52 3.78 1.82
55 C 3.89 2.76 2.54
56 C 3.75 1.49 1.99
57 C 4.19 1.24 0.70
58 C 4.81 2.24 -0.03
59 C 4.98 3.50 0.53
60 S 3.95 -0.37 -0.02
61 O 4.95 -0.49 -1.06
62 O 3.97 -1.29 1.08
63 N 2.47 -0.30 -0.61
64 C 2.20 -0.18 -1.91
65 S 3.26 0.41 -3.17
66 C 1.95 0.35 -4.30
67 C 0.84 -0.13 -3.70
68 N 0.97 -0.43 -2.36
69 H 4.58 5.12 3.35
70 H 5.37 5.62 1.96
71 H 3.54 2.95 3.55
72 H 3.30 0.69 2.56
73 H 5.18 2.03 -1.02
74 H 5.48 4.28 -0.04
75 H 2.08 0.61 -5.34
76 H -0.11 -0.29 -4.18

Here are the Mulliken charges for atoms 1 to 2, given in e: Cd 1.57; N 0.02

Density functional theory data (ωB97M-V/def2-TZVPD) for C32H30Cl2F2N4O4STa as an isolated structure.

* total charge: +1
* HOMO-LUMO gap: 7.38 eV
* E_LUMO: -3.0 eV
* energy relative to the best compared isomer or geometry (same formula, charge and spin): 0.259 eV

Element x y z (Å)
1 Ta 0.08 0.63 0.73
2 F -1.64 4.49 4.38
3 C -1.60 4.09 3.11
4 C -0.91 2.94 2.78
5 C -0.86 2.51 1.46
6 C -1.45 3.30 0.47
7 C -2.19 4.42 0.86
8 F -2.85 5.16 -0.05
9 C -2.28 4.84 2.17
10 C -1.27 2.85 -0.92
11 C -1.74 3.51 -2.06
12 C -1.50 2.99 -3.31
13 C -0.77 1.81 -3.44
14 C -0.30 1.21 -2.30
15 N -0.54 1.71 -1.07
16 H -0.43 2.39 3.59
17 H -2.84 5.72 2.43
18 H -2.31 4.41 -1.96
19 H -1.88 3.50 -4.19
20 H -0.56 1.37 -4.41
21 H 0.27 0.30 -2.33
22 Cl -1.32 -0.24 3.11
23 C -2.43 -1.09 2.00
24 Cl -2.68 -0.10 0.55
25 H -3.38 -1.22 2.51
26 H -1.98 -2.02 1.68
27 C 2.79 3.08 -0.77
28 C 3.49 2.73 0.52
29 C 4.73 3.25 0.84
30 C 5.36 2.92 2.03
31 C 4.75 2.04 2.91
32 C 3.51 1.49 2.63
33 C 2.83 0.54 3.57
34 C 2.89 1.84 1.42
35 N 1.65 1.30 1.12
36 H 3.38 3.78 -1.35
37 H 1.82 3.53 -0.57
38 H 2.61 2.18 -1.37
39 H 5.21 3.94 0.15
40 H 6.33 3.34 2.27
41 H 5.24 1.78 3.84
42 H 3.46 0.33 4.43
43 H 2.59 -0.41 3.08
44 H 1.89 0.96 3.93
45 S -1.68 -2.81 -1.09
46 C -0.63 -4.14 -1.21
47 N 0.42 -4.12 -2.03
48 C 1.37 -5.22 -2.19
49 C 0.68 -6.53 -1.86
50 C 0.04 -6.42 -0.49
51 N -0.82 -5.24 -0.46
52 H 0.56 -3.26 -2.52
53 H 2.23 -5.06 -1.54
54 H 1.72 -5.22 -3.22
55 H 1.41 -7.34 -1.86
56 H -0.08 -6.76 -2.61
57 H 0.80 -6.34 0.29
58 H -0.58 -7.29 -0.27
59 H -1.65 -5.24 0.11
60 O 1.23 -0.77 -0.72
61 C 1.31 -1.57 0.25
62 O 0.50 -1.37 1.25
63 C 2.26 -2.68 0.33
64 C 3.38 -2.67 -0.49
65 C 4.34 -3.68 -0.42
66 C 4.10 -4.69 0.49
67 O 4.85 -5.79 0.72
68 C 4.24 -6.46 1.83
69 O 2.97 -5.84 2.06
70 C 2.97 -4.71 1.29
71 C 2.03 -3.72 1.25
72 H 3.52 -1.84 -1.17
73 H 5.23 -3.68 -1.03
74 H 4.87 -6.34 2.72
75 H 4.09 -7.51 1.58
76 H 1.16 -3.72 1.89

Here are the Mulliken charges for atoms 1 to 2, given in e: Ta -1.18; F -0.33

Density functional theory data (ωB97M-V/def2-TZVPD) for C32H30IN3OPbSSb as an isolated structure.

* total charge: +3
* HOMO-LUMO gap (alpha / beta): 5.15 / 5.47 eV
* E_LUMO (alpha / beta): -11.3 / -10.9 eV
* energy relative to the best compared isomer or geometry (same formula, charge and spin): 0.000 eV

Element x y z (Å)
1 Pb -0.26 0.32 0.34
2 C -1.53 -2.71 -0.56
3 N -1.62 -1.27 -0.83
4 C -2.49 -0.82 -1.66
5 C -2.50 0.60 -1.92
6 C -3.30 1.37 -2.81
7 C -2.84 2.65 -2.72
8 C -1.76 2.63 -1.75
9 N -1.57 1.41 -1.28
10 C -2.18 -3.02 0.76
11 C -3.49 -3.49 0.82
12 C -4.08 -3.73 2.05
13 C -3.37 -3.51 3.23
14 C -2.06 -3.05 3.17
15 C -1.47 -2.80 1.94
16 H -0.47 -2.97 -0.53
17 H -1.99 -3.26 -1.39
18 H -3.17 -1.46 -2.21
19 H -4.09 0.99 -3.44
20 H -3.18 3.52 -3.25
21 H -1.16 3.47 -1.43
22 H -4.04 -3.69 -0.09
23 H -5.09 -4.11 2.10
24 H -3.83 -3.72 4.18
25 H -1.49 -2.91 4.08
26 H -0.42 -2.50 1.90
27 S 2.57 0.20 -0.53
28 Sb 3.42 -1.63 0.76
29 C 3.18 -1.05 2.76
30 C 3.42 0.29 3.04
31 C 3.39 0.74 4.35
32 C 3.11 -0.15 5.38
33 C 2.88 -1.49 5.10
34 C 2.92 -1.95 3.79
35 C 5.43 -1.60 0.23
36 C 6.37 -1.37 1.24
37 C 7.72 -1.37 0.91
38 C 8.12 -1.61 -0.39
39 C 7.18 -1.85 -1.39
40 C 5.83 -1.85 -1.08
41 C 2.33 -3.29 0.11
42 C 1.78 -4.23 0.97
43 C 1.14 -5.35 0.46
44 C 1.06 -5.54 -0.92
45 C 1.61 -4.60 -1.78
46 C 2.24 -3.47 -1.27
47 H 3.65 1.00 2.24
48 H 3.59 1.78 4.57
49 H 3.10 0.19 6.40
50 H 2.69 -2.19 5.90
51 H 2.78 -3.01 3.60
52 H 6.06 -1.18 2.26
53 H 8.46 -1.20 1.68
54 H 9.17 -1.61 -0.64
55 H 7.50 -2.04 -2.40
56 H 5.10 -2.04 -1.86
57 H 1.85 -4.13 2.05
58 H 0.72 -6.09 1.13
59 H 0.59 -6.42 -1.32
60 H 1.56 -4.75 -2.85
61 H 2.65 -2.74 -1.96
62 N -3.41 1.01 3.48
63 C -2.63 1.40 2.49
64 O -2.22 0.57 1.65
65 C -2.34 2.87 2.37
66 I -0.28 3.25 1.97
67 H -3.70 0.04 3.53
68 H -3.80 1.66 4.14
69 H -2.60 3.42 3.26
70 H -2.88 3.27 1.52

Here are the Mulliken charges for atoms 1 to 2, given in e: Pb 1.36; C -0.18

Density functional theory data (ωB97M-V/def2-TZVPD) for C32H30IrN3O6PS as an isolated structure.

* total charge: +2
* HOMO-LUMO gap (alpha / beta): 3.63 / 4.45 eV
* spin multiplicity: 6
* E_LUMO (alpha / beta): -7.9 / -9.6 eV
* energy relative to the best compared isomer or geometry (same formula, charge and spin): 0.664 eV

Element x y z (Å)
1 Ir -0.44 0.02 0.87
2 O 0.48 -2.46 -5.11
3 C 0.39 -2.04 -4.04
4 C 1.08 -0.68 -3.41
5 O 1.82 0.00 -4.06
6 C 0.58 -0.59 -2.09
7 C -0.34 -1.72 -1.73
8 O -0.91 -1.85 -0.63
9 C -0.48 -2.67 -2.77
10 O -1.04 -3.74 -2.87
11 O 0.91 0.33 -1.30
12 N -0.25 2.93 0.10
13 P 0.33 2.10 1.46
14 C -0.32 2.97 2.88
15 C 0.30 4.11 3.40
16 C -0.29 4.80 4.44
17 C -1.50 4.36 4.97
18 C -2.12 3.23 4.46
19 C -1.53 2.54 3.41
20 C 2.10 2.32 1.42
21 C 2.77 2.43 0.20
22 C 4.16 2.48 0.18
23 C 4.88 2.38 1.37
24 C 4.21 2.25 2.58
25 C 2.83 2.21 2.61
26 C -1.28 2.43 -0.65
27 C -1.88 3.18 -1.66
28 C -2.91 2.61 -2.38
29 C -3.33 1.31 -2.09
30 C -2.70 0.63 -1.09
31 N -1.68 1.17 -0.38
32 H 0.03 3.88 -0.09
33 H 1.24 4.46 2.99
34 H 0.19 5.68 4.85
35 H -1.96 4.90 5.79
36 H -3.07 2.90 4.86
37 H -2.04 1.67 2.99
38 H 2.22 2.49 -0.72
39 H 4.68 2.59 -0.76
40 H 5.96 2.43 1.35
41 H 4.77 2.19 3.51
42 H 2.31 2.12 3.56
43 H -1.54 4.18 -1.85
44 H -3.39 3.18 -3.16
45 H -4.15 0.85 -2.63
46 H -2.98 -0.37 -0.81
47 O 1.44 -1.13 1.28
48 S 2.34 -1.94 0.32
49 C 2.49 -3.58 1.10
50 C 3.92 -3.72 1.61
51 C 4.39 -2.32 1.97
52 C 4.02 -1.46 0.77
53 H 2.19 -4.35 0.38
54 H 1.75 -3.55 1.91
55 H 4.56 -4.15 0.83
56 H 3.95 -4.40 2.46
57 H 5.47 -2.28 2.15
58 H 3.89 -1.95 2.86
59 H 4.64 -1.67 -0.10
60 H 3.99 -0.38 0.94
61 N -0.79 -0.84 2.90
62 C -2.20 -1.08 3.09
63 C -2.88 -1.83 2.13
64 C -4.24 -2.04 2.28
65 C -4.92 -1.52 3.37
66 C -4.23 -0.78 4.32
67 C -2.87 -0.56 4.19
68 H -0.25 -1.71 2.92
69 H -0.42 -0.25 3.64
70 H -2.35 -2.25 1.28
71 H -4.77 -2.64 1.54
72 H -5.98 -1.69 3.48
73 H -4.75 -0.38 5.18
74 H -2.33 0.00 4.94

Here are the Mulliken charges for atoms 1 to 2, given in e: Ir 3.12; O -0.22

Density functional theory data (ωB97M-V/def2-TZVPD) for C32H30N5O5Re as an isolated structure.

* total charge: +1
* HOMO-LUMO gap (alpha / beta): 7.42 / 6.58 eV
* spin multiplicity: 2
* E_LUMO (alpha / beta): -3.2 / -3.1 eV

Element x y z (Å)
1 Re -0.97 0.10 0.03
2 C 0.75 -1.75 3.88
3 O -0.69 -1.56 3.91
4 C -1.05 -1.35 2.65
5 N -0.12 -1.20 1.77
6 C 1.16 -1.19 2.51
7 C 2.28 -1.95 1.84
8 C 3.40 -2.29 2.59
9 C 4.47 -2.95 2.00
10 C 4.42 -3.28 0.65
11 C 3.31 -2.95 -0.10
12 C 2.24 -2.29 0.49
13 C -2.43 -1.37 2.21
14 C -3.44 -2.06 2.82
15 C -4.57 -2.43 2.08
16 C -4.52 -2.27 0.71
17 C -3.46 -1.56 0.15
18 N -2.53 -0.90 0.92
19 C -3.02 -1.58 -1.20
20 N -1.87 -1.03 -1.46
21 C -1.50 -1.38 -2.85
22 C -2.85 -1.86 -3.40
23 O -3.64 -2.17 -2.22
24 C -0.88 -0.25 -3.63
25 C 0.40 -0.38 -4.15
26 C 0.98 0.66 -4.87
27 C 0.28 1.84 -5.05
28 C -1.00 1.98 -4.53
29 C -1.58 0.94 -3.83
30 H 0.95 -2.82 3.96
31 H 1.17 -1.22 4.73
32 H 1.45 -0.14 2.61
33 H 3.46 -2.03 3.64
34 H 5.33 -3.21 2.59
35 H 5.25 -3.80 0.19
36 H 3.26 -3.21 -1.15
37 H 1.37 -2.04 -0.10
38 H -3.31 -2.39 3.85
39 H -5.39 -2.96 2.55
40 H -5.25 -2.71 0.05
41 H -0.78 -2.20 -2.79
42 H -2.78 -2.75 -4.01
43 H -3.36 -1.07 -3.94
44 H 0.95 -1.30 -3.99
45 H 1.97 0.54 -5.27
46 H 0.73 2.65 -5.61
47 H -1.55 2.90 -4.68
48 H -2.58 1.05 -3.44
49 O 0.81 0.40 -0.96
50 N 1.72 1.14 -0.43
51 N 1.39 1.62 0.69
52 O 0.20 1.37 1.24
53 C 2.30 2.45 1.42
54 C 1.79 3.23 2.45
55 C 2.66 4.04 3.16
56 C 4.01 4.06 2.84
57 C 4.50 3.26 1.81
58 C 3.65 2.45 1.09
59 H 0.74 3.20 2.68
60 H 2.28 4.65 3.96
61 H 4.69 4.69 3.40
62 H 5.55 3.27 1.57
63 H 4.01 1.82 0.29
64 C -4.13 1.39 -0.64
65 O -2.97 2.16 -0.96
66 C -1.73 1.75 -0.71
67 C -0.83 2.93 -1.02
68 H -4.96 2.09 -0.67
69 H -4.04 0.96 0.35
70 H -4.30 0.62 -1.39
71 H -1.41 3.71 -1.50
72 H -0.02 2.62 -1.68
73 H -0.40 3.33 -0.10

Here are the Mulliken charges for atoms 1 to 2, given in e: Re 1.84; C -0.51

Density functional theory data (ωB97M-V/def2-TZVPD) for C32H30N5OPr as an isolated structure.

* total charge: +1
* HOMO-LUMO gap (alpha / beta): 4.31 / 6.96 eV
* spin multiplicity: 4
* E_LUMO (alpha / beta): -3.3 / -3.3 eV

Element x y z (Å)
1 Pr 0.09 -0.37 0.01
2 C -3.69 -3.15 -0.48
3 C -2.39 -2.68 -0.51
4 N -1.90 -1.74 0.31
5 C -2.75 -1.22 1.26
6 C -4.09 -1.69 1.38
7 C -4.55 -2.65 0.49
8 C -4.92 -1.18 2.43
9 C -4.45 -0.25 3.30
10 C -3.13 0.27 3.19
11 C -2.65 1.24 4.06
12 C -1.35 1.71 3.92
13 C -0.58 1.21 2.89
14 N -0.99 0.28 2.01
15 C -2.28 -0.21 2.15
16 H -4.02 -3.89 -1.18
17 H -1.67 -3.10 -1.22
18 H -5.57 -3.00 0.56
19 H -5.92 -1.56 2.51
20 H -5.07 0.11 4.11
21 H -3.30 1.62 4.84
22 H -0.96 2.45 4.59
23 H 0.44 1.57 2.75
24 C 0.44 2.21 -2.77
25 C 1.59 1.20 -2.85
26 C 2.77 1.77 -2.10
27 C 3.51 2.78 -2.68
28 C 4.54 3.40 -2.00
29 C 4.80 3.03 -0.69
30 C 4.09 2.01 -0.07
31 C 4.34 1.73 1.39
32 C 5.74 1.16 1.67
33 C 3.09 1.35 -0.80
34 N 2.42 0.22 -0.27
35 C 3.20 -0.78 0.08
36 C 2.72 -1.97 0.63
37 C 3.43 -3.05 1.20
38 C 2.49 -3.92 1.71
39 C 1.24 -3.36 1.42
40 N 1.35 -2.20 0.76
41 H -0.43 1.86 -3.32
42 H 0.74 3.17 -3.19
43 H 0.16 2.37 -1.72
44 H 1.87 1.03 -3.90
45 H 1.27 0.22 -2.43
46 H 3.27 3.08 -3.69
47 H 5.12 4.17 -2.47
48 H 5.57 3.55 -0.14
49 H 3.58 1.05 1.80
50 H 4.24 2.68 1.92
51 H 5.82 0.14 1.32
52 H 5.94 1.17 2.73
53 H 6.49 1.76 1.17
54 H 4.28 -0.70 -0.07
55 H 4.50 -3.13 1.24
56 H 2.67 -4.84 2.23
57 H 0.27 -3.76 1.66
58 O -1.46 0.69 -1.13
59 N -2.46 0.19 -1.83
60 C -3.74 0.49 -1.51
61 C -4.77 0.02 -2.28
62 C -4.52 -0.75 -3.41
63 C -3.19 -1.05 -3.72
64 C -2.19 -0.59 -2.91
65 H -3.87 1.11 -0.64
66 H -5.79 0.27 -2.00
67 H -5.33 -1.11 -4.02
68 H -2.95 -1.64 -4.59
69 H -1.13 -0.80 -3.09

Here are the Mulliken charges for atoms 1 to 2, given in e: Pr 0.81; C -1.09